Arrangement P

The following is a DFT calculation (the ωB97M-V functional and the def2-TZVPD basis) of an isolated molecule of C3H6N4.

* orbital gap: 9.6 eV
* LUMO energy: 0.81 eV
* charge: 0
* structure (SMILES): [H]/N=C(C)/N=N\N=C
* multiplicity: 1
* HOMO: -8.75 eV

Each line ends with the natural charge from an NBO analysis.
Positions of all 13 atoms, in Å:
N: -0.082 -1.184 1.528  0.055
H: 2.018 -2.623 0.077  0.158
C: -0.895 0.227 -0.229  0.433
H: 2.760 -1.088 -0.603  0.185
H: -1.234 0.238 -2.117  0.353
N: -1.079 -0.364 -1.310  -0.647
H: -0.085 1.895 0.825  0.245
H: -0.804 2.291 -0.756  0.224
N: 1.184 -0.815 0.663  -0.365
C: -0.902 1.678 0.138  -0.706
H: -1.843 1.926 0.631  0.243
C: 2.007 -1.532 0.050  -0.047
N: -1.045 -0.648 1.102  -0.131

***

Arrangement Q

The following is a DFT calculation (the ωB97M-V functional and the def2-TZVPD basis) of an isolated molecule of C3H6N4.

* orbital gap: 10.3 eV
* LUMO energy: 1.21 eV
* charge: 0
* structure (SMILES): NNn1cccn1
* multiplicity: 1
* HOMO: -9.08 eV

Each line ends with the natural charge from an NBO analysis.
Positions of all 13 atoms, in Å:
H: 2.648 -1.144 0.935  0.373
H: -0.512 -1.007 1.514  0.240
H: -1.850 1.928 -1.378  0.205
H: 2.439 0.432 0.216  0.356
N: -0.274 0.723 -1.156  -0.279
C: -1.439 1.146 -0.805  -0.052
H: -2.896 0.621 0.732  0.227
C: -1.905 0.476 0.368  -0.342
N: 2.083 -0.389 0.634  -0.682
N: 1.151 -1.000 -0.232  -0.297
N: -0.022 -0.294 -0.353  -0.046
C: -0.908 -0.419 0.685  -0.046
H: 1.485 -1.076 -1.160  0.343

***

Arrangement R

The following is a DFT calculation (the ωB97M-V functional and the def2-TZVPD basis) of an isolated molecule of C3H6N4.

* orbital gap: 8.9 eV
* LUMO energy: 0.56 eV
* charge: 0
* multiplicity: 1
* HOMO: -8.30 eV

Each line ends with the natural charge from an NBO analysis.
Positions of all 13 atoms, in Å:
N: -1.993 0.760 -0.283  -0.195
C: 1.542 0.802 0.464  -0.660
H: -0.397 -1.590 1.109  0.198
N: -1.808 -0.266 -1.030  -0.033
H: 1.934 0.391 1.408  0.218
N: -0.842 1.222 0.257  -0.259
H: 1.761 1.878 0.607  0.232
C: 0.124 0.435 0.477  0.245
C: 0.003 -1.107 0.131  -0.330
H: 1.053 -1.557 -0.122  0.219
H: 2.096 0.423 -0.328  0.230
N: -0.952 -1.197 -0.953  -0.274
H: -2.521 -0.195 -1.736  0.410

***

Result of the stability comparison: arrangement Q is the most stable of them.

***

Arrangement P

The following is a DFT calculation (the ωB97M-V functional and the def2-TZVPD basis) of C3H6N4 as an isolated structure.

* orbital gap: 11.2 eV
* LUMO energy: 0.61 eV
* charge: 0
* multiplicity: 1
* HOMO: -10.55 eV

Each line ends with the natural charge from an NBO analysis.
Positions of all 13 atoms, in Å:
C: -1.654 -0.212 -0.449  -0.608
N: 1.984 0.667 1.592  -0.238
H: -0.030 0.312 -1.834  0.231
H: -1.515 -1.256 -1.435  0.218
N: 0.416 0.333 0.027  -0.023
H: -1.537 -0.678 0.831  0.262
C: -0.610 0.614 -0.785  -0.310
H: -0.794 1.657 -0.606  0.249
N: 1.104 -0.839 0.128  -0.278
N: 0.871 1.100 1.011  -0.046
H: 2.625 -1.337 1.230  0.190
H: -2.775 0.299 -0.803  0.242
C: 1.916 -0.660 1.093  0.111

***

Arrangement Q

The following is a DFT calculation (the ωB97M-V functional and the def2-TZVPD basis) of an isolated molecule of C3H6N4.

* orbital gap: 9.6 eV
* LUMO energy: 0.74 eV
* charge: 0
* structure (SMILES): Cn1ncnc1N
* multiplicity: 1
* HOMO: -8.88 eV

Each line ends with the natural charge from an NBO analysis.
Positions of all 13 atoms, in Å:
C: 1.305 -0.519 -1.410  -0.421
H: -2.525 -0.726 -0.538  0.416
H: 1.829 -1.534 -1.285  0.203
N: -1.001 0.414 1.108  -0.554
N: -1.576 -0.640 -1.008  -0.826
C: -0.738 -0.162 -0.044  0.524
H: 2.129 0.135 -1.672  0.233
H: 0.188 1.511 2.370  0.193
C: 0.161 0.952 1.473  0.165
N: 0.606 -0.200 -0.221  -0.242
H: 0.573 -0.467 -2.240  0.210
H: -1.188 -1.475 -1.569  0.403
N: 1.204 0.559 0.810  -0.305

***

Result of the stability comparison: arrangement Q is the most stable of them.

***

Arrangement P

The following is a DFT calculation (the ωB97M-V functional and the def2-TZVPD basis) of an isolated molecule of C3H2N2S.

* orbital gap: 7.3 eV
* LUMO energy: -2.20 eV
* charge: 0
* structure (SMILES): S=C1N=CC=N1
* multiplicity: 1
* HOMO: -9.48 eV

Each line ends with the natural charge from an NBO analysis.
Positions of all 8 atoms, in Å:
N: 0.085 1.139 0.440  -0.415
C: -0.413 -0.783 -0.617  0.060
S: 2.182 0.231 1.750  0.225
N: 0.618 -1.120 0.063  -0.417
H: -0.930 -1.481 -1.328  0.209
C: -0.794 0.659 -0.393  0.029
C: 0.924 0.061 0.761  0.082
H: -1.671 1.294 -0.676  0.226

***

Arrangement Q

The following is a DFT calculation (the ωB97M-V functional and the def2-TZVPD basis) of an isolated molecule of C3H2N2S.

* orbital gap (alpha / beta): 6.2 / 5.6 eV
* LUMO energy (alpha / beta): -2.09 / -2.24 eV
* charge: 0
* multiplicity: 1
* HOMO (alpha / beta): -8.30 / -7.86 eV

Each line ends with the natural charge from an NBO analysis.
Positions of all 8 atoms, in Å:
C: 0.892 0.196 -0.095  0.073
H: 0.104 0.881 0.138  0.190
C: 0.246 -1.146 0.139  -0.166
S: 4.778 -0.056 0.036  0.145
C: 3.239 0.210 -0.143  0.249
H: -0.840 -0.883 0.278  0.192
N: 2.117 0.673 -0.018  -0.469
N: 0.604 -2.313 0.053  -0.214

***

Result of the stability comparison: arrangement P is the most stable of them.

***

Arrangement P

The following is a DFT calculation (the ωB97M-V functional and the def2-TZVPD basis) of an isolated molecule of C9H13NO2.

* orbital gap: 9.4 eV
* LUMO energy: 0.68 eV
* charge: 0
* structure (SMILES): COCC1=CCC(/C=N/O)=CC1
* multiplicity: 1
* HOMO: -8.69 eV

Each line ends with the natural charge from an NBO analysis.
Positions of all 25 atoms, in Å:
H: -3.680 1.280 -0.043  0.174
N: 2.900 1.355 2.356  -0.137
C: -0.774 -0.680 -0.379  -0.494
H: -2.779 1.384 -3.512  0.194
C: -3.170 1.535 -2.500  -0.254
H: -4.192 1.907 -2.557  0.171
H: 3.139 -0.133 0.974  0.183
C: -1.719 0.368 0.132  -0.005
C: 2.442 0.521 1.458  0.031
O: -3.163 0.271 -1.799  -0.552
H: 4.652 2.161 2.552  0.475
H: -2.586 2.311 -2.012  0.175
C: 1.065 0.443 1.012  -0.060
H: -0.794 -0.708 -1.479  0.238
C: 0.075 1.399 1.613  -0.479
H: -2.084 1.965 1.473  0.201
H: 0.122 1.285 2.711  0.232
H: -1.202 -1.620 0.018  0.228
C: 0.656 -0.515 0.105  -0.101
H: -3.739 -0.446 0.024  0.192
C: -3.141 0.364 -0.380  -0.090
H: 1.351 -1.160 -0.389  0.201
O: 4.303 1.263 2.473  -0.588
H: 0.448 2.389 1.371  0.230
C: -1.340 1.277 1.105  -0.166

***

Arrangement Q

The following is a DFT calculation (the ωB97M-V functional and the def2-TZVPD basis) of a 2-piece molecular cluster, C9H13NO2 overall.

* orbital gap: 9.5 eV
* LUMO energy: 0.58 eV
* charge: 0
* structure (SMILES): Cc1ccc(O)cc1.CC(N)=O
* multiplicity: 1
* HOMO: -8.89 eV

Each line ends with the natural charge from an NBO analysis.
Positions of all 25 atoms, in Å:
H: 0.320 3.211 -0.397  0.242
C: 0.748 -3.772 -1.112  -0.633
N: 2.983 2.252 1.150  -0.837
H: -1.238 -0.780 1.793  0.223
C: -0.021 -2.485 -0.874  -0.030
H: 0.878 1.586 -0.267  0.216
H: 1.465 -3.988 -0.320  0.214
H: -2.173 -0.416 -2.388  0.228
C: -1.772 -0.934 -1.529  -0.237
H: -0.029 -4.521 -1.248  0.225
C: -1.097 -1.099 0.765  -0.272
C: 0.716 2.487 0.322  -0.734
C: 1.901 3.089 1.031  0.672
H: 2.837 1.410 0.627  0.398
C: -0.137 -2.033 0.450  -0.197
H: 1.357 -3.858 -2.007  0.215
O: 1.828 4.190 1.522  -0.614
H: 0.678 -2.338 1.093  0.211
C: -1.995 -0.680 -0.180  0.271
H: -0.079 2.457 1.068  0.241
O: -3.146 0.073 0.052  -0.699
H: -2.959 0.934 0.410  0.479
H: -0.611 -2.240 -2.864  0.210
H: 3.808 2.601 1.622  0.415
C: -0.832 -1.925 -1.849  -0.208

***

Arrangement R

The following is a DFT calculation (the ωB97M-V functional and the def2-TZVPD basis) of a 2-piece molecular cluster, C9H13NO2 overall.

* orbital gap: 9.3 eV
* LUMO energy: 0.45 eV
* charge: 0
* structure (SMILES): Cc1ccc(O)cc1.CC(N)=O
* multiplicity: 1
* HOMO: -8.81 eV

Each line ends with the natural charge from an NBO analysis.
Positions of all 25 atoms, in Å:
H: 1.969 2.611 -0.602  0.390
H: 2.564 -0.834 2.852  0.491
H: 1.021 -2.119 -2.033  0.229
C: -0.824 -1.134 0.753  -0.182
C: -0.158 2.662 -0.695  0.681
N: 1.132 2.315 -0.239  -0.840
H: 0.053 -0.664 2.570  0.206
H: -1.428 2.731 1.037  0.246
C: 0.703 -1.686 -1.055  -0.199
C: -1.275 2.094 0.140  -0.725
O: 2.577 -0.477 1.859  -0.688
C: 0.249 -0.882 1.543  -0.280
H: -2.285 -2.520 -0.993  0.218
H: 1.216 1.391 0.193  0.375
C: -1.740 -1.695 -1.330  -0.609
O: -0.165 3.537 -1.531  -0.596
H: -1.070 1.204 0.630  0.231
H: 2.797 -1.387 -0.403  0.211
H: -2.143 1.974 -0.503  0.234
H: -1.869 -1.021 1.045  0.224
C: 1.555 -0.916 1.114  0.266
H: -2.507 -0.778 -1.116  0.193
C: 1.820 -1.363 -0.216  -0.233
C: -0.513 -1.361 -0.595  -0.063
H: -1.679 -1.682 -2.426  0.219

***

Result of the stability comparison: arrangement Q is the most stable of them.

***

Arrangement P

The following is a DFT calculation (the ωB97M-V functional and the def2-TZVPD basis) of a 2-piece molecular cluster, C9H13NO2 overall.

* orbital gap: 8.8 eV
* LUMO energy: 0.67 eV
* charge: 0
* structure (SMILES): Cc1ccc(O)cc1.CC(N)=O
* multiplicity: 1
* HOMO: -8.13 eV

Each line ends with the natural charge from an NBO analysis.
Positions of all 25 atoms, in Å:
H: 0.396 -0.509 1.368  0.204
C: 0.027 -2.286 0.136  -0.055
H: -1.717 2.417 1.446  0.221
H: 0.127 4.322 -0.642  0.398
H: -1.276 4.065 0.327  0.380
O: 1.461 2.662 0.675  -0.613
H: -0.485 2.890 2.680  0.241
H: 0.991 0.912 -0.535  0.229
H: 0.494 -3.806 1.672  0.218
C: 0.277 2.859 0.834  0.690
C: 0.724 -0.606 -1.958  0.296
C: 0.326 -1.904 -2.291  -0.257
H: -0.465 1.186 1.958  0.245
C: 0.267 -0.937 0.388  -0.202
C: 0.697 -0.123 -0.649  -0.280
H: -0.286 -3.735 -1.364  0.200
H: -1.051 -4.061 1.124  0.224
C: 0.115 -2.725 -1.180  -0.181
O: 0.706 0.248 -3.040  -0.688
H: 0.834 1.168 -2.825  0.479
C: -0.704 2.230 1.798  -0.714
C: -0.331 -3.230 1.233  -0.639
H: -0.588 -2.611 2.105  0.211
H: -0.141 -2.152 -3.237  0.231
N: -0.398 3.727 -0.025  -0.840

***

Arrangement Q

The following is a DFT calculation (the ωB97M-V functional and the def2-TZVPD basis) of a 2-piece molecular cluster, C9H13NO2 overall.

* orbital gap: 9.2 eV
* LUMO energy: 0.65 eV
* charge: 0
* structure (SMILES): Cc1ccc(O)cc1.CC(N)=O
* multiplicity: 1
* HOMO: -8.55 eV

Each line ends with the natural charge from an NBO analysis.
Positions of all 25 atoms, in Å:
H: 0.924 0.200 0.857  0.216
H: 1.856 0.622 -1.792  0.214
C: 2.004 -0.423 -1.489  -0.638
H: -2.152 -2.977 2.172  0.485
C: -0.602 3.242 0.895  0.666
O: -2.000 -3.214 1.263  -0.679
H: 2.871 -0.565 -0.833  0.220
H: 1.046 2.067 1.466  0.229
H: -1.473 -3.583 -1.188  0.225
H: 0.685 1.888 -0.228  0.212
C: 0.433 -0.638 0.402  -0.210
H: -2.563 3.154 0.139  0.407
H: 2.363 -0.830 -2.441  0.219
C: -0.792 -2.880 -0.725  -0.258
N: -1.651 2.736 0.167  -0.828
C: -0.489 -1.358 1.141  -0.270
H: 1.561 3.272 0.338  0.249
H: -1.461 1.912 -0.373  0.390
H: 0.297 -2.522 -2.469  0.218
C: -1.025 -2.532 0.610  0.295
C: 0.810 -1.128 -0.848  -0.059
H: -0.718 -1.097 2.171  0.207
C: 0.719 2.618 0.580  -0.716
C: 0.108 -2.140 -1.467  -0.189
O: -0.751 4.178 1.653  -0.606

***

Result of the stability comparison: arrangement Q is the most stable of them.